[1]
Entry from the OMol25 dataset: a single C3H6FN molecule in a non-equilibrium geometry (ωB97M-V/def2-TZVPD).

Summary:
HOMO energy = -9.3 eV
LUMO energy = 1.0604 eV
Calculated total energy = -272.40018 a.u.
Energy above the lowest of the compared OMol25 structures with the same formula, charge and spin = 2.4752 eV
SMILES string = FC1CNC1
Frontier orbital gap = 10.33 eV
Molecular weight = 75.09 g/mol

Bonds (Å) are listed after each position.
CARTESIAN COORDINATES (ANGSTROEM)
1 F -1.61 1.08 -1.13  C2 1.348
2 C -0.87 0.41 -0.22  F1 1.348, C3 1.538, C5 1.683, H6 1.267
3 C 0.50 0.87 0.30  C2 1.538, N4 1.585, H7 1.172, H8 1.106
4 N 1.19 -0.56 0.32  C3 1.585, C5 1.562, H9 1.108
5 C -0.09 -1.07 -0.42  C2 1.683, N4 1.562, H10 1.138, H11 1.030
6 H -1.40 0.48 0.93  C2 1.267
7 H 0.87 1.41 -0.67  C3 1.172
8 H 0.33 1.46 1.22  C3 1.106
9 H 1.28 -0.88 1.37  N4 1.108
10 H -0.42 -2.15 -0.30  C5 1.138
11 H 0.21 -1.05 -1.41  C5 1.030

[2]
Entry from the OMol25 dataset: 13 unconnected molecules or ions with the total composition C46H125N7O13 in a non-equilibrium geometry (ωB97M-V/def2-TZVPD).

Summary:
HOMO energy = -8.6 eV
LUMO energy = 0.3899 eV
Calculated total energy = -3188.84855 a.u.
Energy above the lowest of the compared OMol25 structures with the same formula, charge and spin = 0.0000 eV
Frontier orbital gap = 9.01 eV
Molecular weight = 984.54 g/mol

Bonds (Å) are listed after each position.
CARTESIAN COORDINATES (ANGSTROEM)
1 C -20.17 -11.70 -11.61  C2 1.544, H5 1.094, H6 1.068, H7 1.051
2 C -20.81 -10.70 -12.59  C1 1.544, C3 1.480, O4 1.427, H8 1.102
3 C -22.27 -10.88 -12.76  C2 1.480, H9 1.080, H10 1.100, H11 1.103
4 O -20.60 -9.38 -12.10  C2 1.427, H12 0.962
5 H -20.46 -11.52 -10.57  C1 1.094
6 H -19.11 -11.58 -11.66  C1 1.068
7 H -20.50 -12.68 -11.80  C1 1.051
8 H -20.26 -10.86 -13.53  C2 1.102
9 H -22.49 -11.91 -13.00  C3 1.080
10 H -22.81 -10.19 -13.42  C3 1.100
11 H -22.76 -10.81 -11.77  C3 1.103
12 H -19.67 -9.34 -11.86  O4 0.962
13 C -19.66 -10.19 -6.43  C14 1.524, H17 1.104, H18 1.085, H19 1.089
14 C -18.25 -10.53 -6.90  C13 1.524, C15 1.570, O16 1.419, H20 1.100
15 C -18.24 -10.77 -8.45  C14 1.570, H21 1.113, H22 1.099, H23 1.092
16 O -17.37 -9.48 -6.50  C14 1.419, H24 0.978
17 H -19.64 -9.96 -5.35  C13 1.104
18 H -20.30 -11.05 -6.54  C13 1.085
19 H -20.02 -9.32 -6.98  C13 1.089
20 H -17.92 -11.50 -6.49  C14 1.100
21 H -18.59 -9.86 -8.99  C15 1.113
22 H -18.88 -11.63 -8.69  C15 1.099
23 H -17.21 -10.98 -8.75  C15 1.092
24 H -16.47 -9.85 -6.52  O16 0.978
25 C -24.71 -18.56 -7.21  C26 1.517, H29 1.089, H30 1.087, H31 1.074
26 C -23.26 -18.13 -7.24  C25 1.517, C27 1.532, O28 1.386, H32 1.090
27 C -22.94 -17.13 -8.35  C26 1.532, H33 1.116, H34 1.105, H35 1.093
28 O -22.82 -17.61 -6.03  C26 1.386, H36 0.969
29 H -25.03 -19.00 -8.15  C25 1.089
30 H -25.31 -17.65 -7.09  C25 1.087
31 H -24.94 -19.24 -6.41  C25 1.074
32 H -22.63 -19.01 -7.39  C26 1.090
33 H -23.05 -17.60 -9.35  C27 1.116
34 H -21.95 -16.65 -8.24  C27 1.105
35 H -23.67 -16.31 -8.36  C27 1.093
36 H -23.49 -17.06 -5.61  O28 0.969
37 C -16.34 -18.81 -7.38  C38 1.537, H41 1.076, H42 1.126, H43 1.066
38 C -15.75 -17.55 -6.73  C37 1.537, C39 1.482, O40 1.397, H44 1.100
39 C -14.32 -17.35 -7.07  C38 1.482, H45 1.122, H46 1.094, H47 1.107
40 O -16.45 -16.45 -7.23  C38 1.397, H48 0.976
41 H -17.41 -18.87 -7.27  C37 1.076
42 H -15.81 -19.77 -7.12  C37 1.126
43 H -16.18 -18.72 -8.43  C37 1.066
44 H -15.86 -17.49 -5.64  C38 1.100
45 H -14.24 -17.32 -8.19  C39 1.122
46 H -13.72 -18.16 -6.63  C39 1.094
47 H -14.06 -16.37 -6.64  C39 1.107
48 H -16.35 -16.32 -8.19  O40 0.976
49 C -18.40 -18.62 -10.58  C50 1.542, H53 1.103, H54 1.103, H55 1.060
50 C -18.69 -18.62 -12.09  C49 1.542, C51 1.490, O52 1.447, H56 1.075
51 C -17.96 -17.58 -12.86  C50 1.490, H57 1.078, H58 1.096, H59 1.090
52 O -18.39 -19.92 -12.64  C50 1.447, H60 0.956
53 H -17.33 -18.42 -10.39  C49 1.103
54 H -18.70 -19.59 -10.15  C49 1.103
55 H -18.92 -17.86 -10.04  C49 1.060
56 H -19.74 -18.48 -12.29  C50 1.075
57 H -18.12 -17.78 -13.91  C51 1.078
58 H -16.88 -17.61 -12.71  C51 1.096
59 H -18.36 -16.58 -12.69  C51 1.090
60 H -17.47 -20.10 -12.43  O52 0.956
61 C -17.03 -10.64 -13.36  C62 1.582, H65 1.111, H66 1.113, H67 1.075
62 C -16.77 -10.06 -11.91  C61 1.582, C63 1.521, O64 1.418, H68 1.108
63 C -15.42 -9.35 -11.85  C62 1.521, H69 1.091, H70 1.144, H71 1.094
64 O -17.83 -9.19 -11.55  C62 1.418, H72 0.984
65 H -16.10 -11.23 -13.49  C61 1.111
66 H -17.12 -9.80 -14.08  C61 1.113
67 H -17.89 -11.28 -13.35  C61 1.075
68 H -16.81 -10.92 -11.22  C62 1.108
69 H -15.24 -8.96 -10.85  C63 1.091
70 H -15.42 -8.49 -12.60  C63 1.144
71 H -14.55 -9.99 -12.03  C63 1.094
72 H -17.69 -8.41 -12.12  O64 0.984
73 C -20.12 -13.83 -14.54  C74 1.570, H79 1.090, H80 1.069, H81 1.073
74 C -20.67 -14.41 -15.89  C73 1.570, C75 1.512, N78 1.435, H82 1.112
75 C -21.76 -13.56 -16.49  C74 1.512, O76 1.399, H83 1.142, H84 1.129
76 O -22.89 -13.66 -15.67  C75 1.399, C77 1.356
77 C -23.99 -12.93 -15.96  O76 1.356, H85 1.101, H86 1.091, H87 1.074
78 N -19.58 -14.37 -16.82  C74 1.435, H88 1.031, H89 1.012
79 H -19.34 -14.52 -14.20  C73 1.090
80 H -20.97 -13.86 -13.89  C73 1.069
81 H -19.73 -12.84 -14.66  C73 1.073
82 H -21.07 -15.41 -15.60  C74 1.112
83 H -22.07 -13.87 -17.55  C75 1.142
84 H -21.46 -12.48 -16.58  C75 1.129
85 H -23.82 -11.85 -15.91  C77 1.101
86 H -24.76 -13.24 -15.25  C77 1.091
87 H -24.34 -13.16 -16.95  C77 1.074
88 H -18.70 -14.79 -16.47  N78 1.031
89 H -19.80 -14.84 -17.69  N78 1.012
90 C -14.59 -13.10 -6.84  C91 1.532, H96 1.081, H97 1.078, H98 1.103
91 C -14.44 -12.08 -7.97  C90 1.532, C92 1.537, N95 1.466, H99 1.113
92 C -13.79 -10.75 -7.55  C91 1.537, O93 1.382, H100 1.108, H101 1.076
93 O -14.38 -10.12 -6.47  C92 1.382, C94 1.485
94 C -14.30 -8.64 -6.46  O93 1.485, H102 1.085, H103 1.104, H104 1.104
95 N -13.65 -12.51 -9.13  C91 1.466, H105 1.030, H106 1.008
96 H -14.79 -14.06 -7.30  C90 1.081
97 H -15.35 -12.85 -6.12  C90 1.078
98 H -13.67 -13.24 -6.25  C90 1.103
99 H -15.46 -11.92 -8.37  C91 1.113
100 H -13.83 -10.17 -8.49  C92 1.108
101 H -12.77 -10.92 -7.25  C92 1.076
102 H -14.99 -8.21 -7.19  C94 1.085
103 H -13.27 -8.28 -6.60  C94 1.104
104 H -14.59 -8.43 -5.42  C94 1.104
105 H -14.06 -13.25 -9.72  N95 1.030
106 H -12.67 -12.65 -8.91  N95 1.008
107 C -24.14 -16.20 -13.15  C108 1.526, H113 1.109, H114 1.102, H115 1.095
108 C -24.60 -15.55 -11.85  C107 1.526, C109 1.522, N112 1.470, H116 1.058
109 C -24.80 -14.07 -12.18  C108 1.522, O110 1.370, H117 1.116, H118 1.098
110 O -25.79 -13.88 -13.11  C109 1.370, C111 1.413
111 C -26.30 -12.57 -13.21  O110 1.413, H119 1.086, H120 1.095, H121 1.072
112 N -25.88 -16.06 -11.34  C108 1.470, H122 1.007, H123 1.003
113 H -24.25 -17.30 -13.11  C107 1.109
114 H -23.15 -15.84 -13.48  C107 1.102
115 H -24.79 -15.88 -13.97  C107 1.095
116 H -23.86 -15.59 -11.10  C108 1.058
117 H -23.82 -13.67 -12.54  C109 1.116
118 H -25.11 -13.54 -11.27  C109 1.098
119 H -25.52 -11.88 -13.50  C111 1.086
120 H -26.66 -12.31 -12.20  C111 1.095
121 H -27.11 -12.64 -13.91  C111 1.072
122 H -26.62 -15.85 -11.99  N112 1.007
123 H -25.84 -17.06 -11.22  N112 1.003
124 C -17.36 -14.81 -4.61  C125 1.512, H130 1.092, H131 1.103, H132 1.099
125 C -18.74 -15.15 -5.13  C124 1.512, C126 1.521, N129 1.462, H133 1.117
126 C -19.09 -14.37 -6.39  C125 1.521, O127 1.412, H134 1.091, H135 1.095
127 O -20.27 -14.81 -7.03  C126 1.412, C128 1.382
128 C -21.42 -14.43 -6.36  O127 1.382, H136 1.119, H137 1.075, H138 1.123
129 N -18.82 -16.59 -5.36  C125 1.462, H139 1.020, H140 1.015
130 H -16.61 -15.10 -5.34  C124 1.092
131 H -17.21 -15.45 -3.72  C124 1.103
132 H -17.25 -13.74 -4.35  C124 1.099
133 H -19.44 -14.83 -4.33  C125 1.117
134 H -18.39 -14.53 -7.22  C126 1.091
135 H -19.16 -13.29 -6.25  C126 1.095
136 H -21.45 -14.81 -5.30  C128 1.119
137 H -22.27 -14.74 -6.93  C128 1.075
138 H -21.46 -13.31 -6.28  C128 1.123
139 H -19.79 -16.91 -5.36  N129 1.020
140 H -18.41 -16.81 -6.27  N129 1.015
141 C -26.56 -13.97 -5.64  C142 1.529, H147 1.108, H148 1.089, H149 1.106
142 C -26.26 -14.03 -7.14  C141 1.529, C143 1.533, N146 1.458, H150 1.109
143 C -24.91 -13.33 -7.28  C142 1.533, O144 1.446, H151 1.078, H152 1.090
144 O -24.64 -13.29 -8.70  C143 1.446, C145 1.432
145 C -23.45 -12.54 -8.95  O144 1.432, H153 1.110, H154 1.119, H155 1.064
146 N -26.22 -15.43 -7.56  C142 1.458, H156 1.008, H157 1.027
147 H -26.36 -12.97 -5.20  C141 1.108
148 H -25.98 -14.68 -5.05  C141 1.089
149 H -27.62 -14.17 -5.40  C141 1.106
150 H -27.03 -13.47 -7.72  C142 1.109
151 H -24.18 -13.86 -6.68  C143 1.078
152 H -24.97 -12.29 -6.94  C143 1.090
153 H -23.28 -12.37 -10.03  C145 1.110
154 H -22.57 -13.07 -8.49  C145 1.119
155 H -23.50 -11.63 -8.41  C145 1.064
156 H -27.12 -15.84 -7.37  N146 1.008
157 H -26.07 -15.54 -8.57  N146 1.027
158 C -14.41 -17.86 -11.63  C159 1.485, H164 1.082, H165 1.104, H166 1.080
159 C -13.29 -17.00 -11.18  C158 1.485, C160 1.490, N163 1.458, H167 1.078
160 C -12.14 -17.19 -12.11  C159 1.490, O161 1.431, H168 1.143, H169 1.100
161 O -11.13 -16.20 -11.91  C160 1.431, C162 1.428
162 C -10.04 -16.21 -12.83  O161 1.428, H170 1.075, H171 1.116, H172 1.120
163 N -13.80 -15.64 -11.12  C159 1.458, H173 1.010, H174 1.027
164 H -14.83 -17.59 -12.59  C158 1.082
165 H -15.23 -17.90 -10.89  C158 1.104
166 H -14.06 -18.88 -11.74  C158 1.080
167 H -12.98 -17.36 -10.21  C159 1.078
168 H -12.51 -17.17 -13.19  C160 1.143
169 H -11.73 -18.20 -11.93  C160 1.100
170 H -9.61 -15.24 -12.69  C162 1.075
171 H -10.41 -16.37 -13.87  C162 1.116
172 H -9.30 -17.02 -12.58  C162 1.120
173 H -14.18 -15.38 -12.02  N163 1.010
174 H -13.08 -14.92 -10.93  N163 1.027
175 C -16.67 -13.84 -11.66  C176 1.557, H181 1.092, H182 1.103, H183 1.057
176 C -17.05 -14.47 -10.29  C175 1.557, C177 1.547, N180 1.412, H184 1.158
177 C -18.57 -14.43 -10.02  C176 1.547, O178 1.465, H185 1.099, H186 1.091
178 O -19.19 -14.83 -11.28  C177 1.465, C179 1.424
179 C -20.54 -15.27 -11.16  O178 1.424, H187 1.095, H188 1.104, H189 1.140
180 N -16.59 -15.80 -10.21  C176 1.412, H190 1.027, H191 1.022
181 H -17.24 -12.96 -11.96  C175 1.092
182 H -16.85 -14.53 -12.50  C175 1.103
183 H -15.61 -13.75 -11.69  C175 1.057
184 H -16.49 -13.92 -9.44  C176 1.158
185 H -19.00 -13.47 -9.68  C177 1.099
186 H -18.84 -15.12 -9.22  C177 1.091
187 H -20.72 -15.80 -10.22  C179 1.095
188 H -20.82 -15.87 -12.05  C179 1.104
189 H -21.26 -14.39 -11.06  C179 1.140
190 H -17.01 -16.28 -11.01  N180 1.027
191 H -15.58 -15.80 -10.37  N180 1.022

[3]
Entry from the OMol25 dataset: a single C4H6N2O molecule (ωB97M-V/def2-TZVPD).

Summary:
HOMO energy = -8.5 eV
LUMO energy = 0.2835 eV
Calculated total energy = -340.60775 a.u.
Energy above the lowest of the compared OMol25 structures with the same formula, charge and spin = 5.0929 eV
SMILES string = C[C@@]1(N=O)C=C1N
Frontier orbital gap = 8.81 eV
Molecular weight = 98.10 g/mol

Bonds (Å) are listed after each position.
CARTESIAN COORDINATES (ANGSTROEM)
1 C -1.83 -0.19 0.21  C2 1.525, H8 1.095, H9 1.093, H10 1.098
2 C -0.42 0.09 -0.31  C1 1.525, N3 1.488, C5 1.490, C6 1.500
3 N -0.39 -0.21 -1.76  C2 1.488, O4 1.206
4 O 0.71 -0.55 -2.13  N3 1.206
5 C 0.35 1.26 0.20  C2 1.490, C6 1.299, H11 1.077
6 C 0.92 0.11 0.35  C2 1.500, C5 1.299, N7 1.370
7 N 1.95 -0.68 0.80  C6 1.370, H12 1.013, H13 1.014
8 H -2.25 -1.13 -0.17  C1 1.095
9 H -1.86 -0.20 1.30  C1 1.093
10 H -2.48 0.62 -0.13  C1 1.098
11 H 0.28 2.32 0.36  C5 1.077
12 H 2.72 -0.15 1.20  N7 1.013
13 H 2.29 -1.31 0.08  N7 1.014

[4]
Entry from the OMol25 dataset: 12 unconnected molecules or ions with the total composition C7H36O11 in a non-equilibrium geometry (ωB97M-V/def2-TZVPD).

Summary:
HOMO energy = -9.3 eV
LUMO energy = -0.0357 eV
Calculated total energy = -1115.86864 a.u.
Energy above the lowest of the compared OMol25 structures with the same formula, charge and spin = 2.5633 eV
SMILES string = C/C=C(\C)CCC.O.O.O.O.O.O.O.O.O.O.O
Frontier orbital gap = 9.25 eV
Molecular weight = 296.35 g/mol

Bonds (Å) are listed after each position.
CARTESIAN COORDINATES (ANGSTROEM)
1 C 0.20 -1.51 2.43  C2 1.497, H8 1.089, H9 1.098, H10 1.085
2 C 0.26 -1.18 0.98  C1 1.497, C3 1.333, H11 1.089
3 C 0.46 -1.98 -0.07  C2 1.333, C4 1.503, C5 1.503
4 C 0.73 -3.44 0.13  C3 1.503, H12 1.090, H13 1.095, H14 1.086
5 C 0.56 -1.55 -1.51  C3 1.503, C6 1.509, H15 1.095, H16 1.096
6 C 1.95 -1.41 -2.08  C5 1.509, C7 1.542, H17 1.091, H18 1.098
7 C 1.93 -0.94 -3.55  C6 1.542, H19 1.090, H20 1.091, H21 1.087
8 H -0.45 -0.84 2.99  C1 1.089
9 H 1.14 -1.24 2.94  C1 1.098
10 H 0.00 -2.55 2.68  C1 1.085
11 H 0.08 -0.11 0.92  C2 1.089
12 H 0.42 -3.74 1.13  C4 1.090
13 H 1.82 -3.57 0.13  C4 1.095
14 H 0.27 -4.12 -0.58  C4 1.086
15 H -0.03 -2.31 -2.02  C5 1.095
16 H 0.03 -0.61 -1.68  C5 1.096
17 H 2.66 -0.77 -1.56  C6 1.091
18 H 2.50 -2.36 -2.01  C6 1.098
19 H 1.64 0.11 -3.58  C7 1.090
20 H 1.37 -1.63 -4.19  C7 1.091
21 H 2.93 -1.04 -3.98  C7 1.087
22 O 3.11 -1.96 1.83  H23 0.948, H24 0.953
23 H 2.65 -1.16 1.60  O22 0.948
24 H 2.85 -2.44 2.61  O22 0.953
25 O 1.43 3.31 -2.82  H26 0.957, H27 0.958
26 H 1.14 2.45 -2.53  O25 0.957
27 H 0.71 3.68 -3.33  O25 0.958
28 O -2.57 -2.26 2.77  H29 0.962, H30 0.965
29 H -2.21 -1.41 3.05  O28 0.962
30 H -3.11 -1.93 2.05  O28 0.965
31 O 0.01 3.36 0.10  H32 0.968, H33 0.967
32 H 0.90 3.72 0.15  O31 0.968
33 H 0.14 2.44 0.38  O31 0.967
34 O 2.12 1.32 -0.53  H35 0.959, H36 0.944
35 H 1.87 0.64 0.09  O34 0.959
36 H 1.93 1.07 -1.42  O34 0.944
37 O 3.47 3.44 0.30  H38 0.975, H39 0.960
38 H 3.17 2.86 -0.43  O37 0.975
39 H 2.95 3.15 1.05  O37 0.960
40 O -1.19 2.89 -2.14  H41 0.988, H42 0.960
41 H -0.44 3.00 -1.49  O40 0.988
42 H -1.88 3.46 -1.80  O40 0.960
43 O -4.54 -1.26 0.35  H44 0.968, H45 0.963
44 H -4.69 -1.92 -0.33  O43 0.968
45 H -4.31 -1.90 1.03  O43 0.963
46 O -4.21 1.35 -0.12  H47 0.964, H48 0.961
47 H -4.46 2.00 -0.79  O46 0.964
48 H -4.15 0.55 -0.66  O46 0.961
49 O -1.89 1.02 3.76  H50 0.976, H51 0.960
50 H -1.97 0.95 2.79  O49 0.976
51 H -1.07 1.49 3.93  O49 0.960
52 O -1.80 1.36 1.04  H53 0.985, H54 0.961
53 H -2.74 1.20 0.82  O52 0.985
54 H -1.70 2.31 1.16  O52 0.961

Look up the frontier orbital gap of the second one.
9.01 eV

Look up the frontier orbital gap of the first one.
10.33 eV